[1]
Here is a molecular structure, C19H27ClCuO2P2S2 from the OMol25 dataset. Energies are from wB97M-V/def2-TZVPD.

Output
Energy relative to the best compared isomer or geometry (same formula, charge and spin), kJ/mol: 9.9
2S+1: 2
<S²>: 0.76
DFT total energy, eV: -121648.7950
HOMO energy (alpha / beta), eV: 2.04 / -0.84
Charge: -2

XYZ file:
```
54
C19H27ClCuO2P2S2 wB97M-V/def2-TZVPD
Cu -0.01 0.03 0.76
C -1.40 5.16 3.04
C 0.00 4.64 3.28
O -0.03 3.24 3.55
P 0.46 2.19 2.40
S 0.02 0.41 3.18
S -0.15 2.74 0.62
O 2.05 2.45 2.42
C 2.77 2.32 3.65
C 3.61 1.07 3.62
H -1.38 6.24 2.84
H -2.03 4.98 3.92
H -1.85 4.65 2.19
H 0.44 5.11 4.16
H 0.64 4.86 2.42
H 2.09 2.32 4.50
H 3.40 3.21 3.72
H 2.96 0.20 3.55
H 4.20 0.99 4.54
H 4.29 1.08 2.77
C 2.89 -1.79 0.52
P 2.06 -0.36 -0.28
C 1.54 -1.22 -1.84
C 3.43 0.62 -0.85
C 4.70 0.65 -0.16
C 5.65 1.61 -0.41
C 5.42 2.67 -1.35
C 4.14 2.69 -1.98
C 3.19 1.73 -1.75
H 3.29 -1.51 1.50
H 3.71 -2.16 -0.11
H 2.15 -2.58 0.69
H 2.41 -1.57 -2.41
H 0.95 -0.53 -2.45
H 0.89 -2.07 -1.58
H 4.95 -0.14 0.53
H 6.60 1.55 0.11
H 6.15 3.45 -1.52
H 3.90 3.49 -2.68
H 2.23 1.82 -2.25
Cl -3.19 -1.80 2.84
C -2.57 -2.69 1.44
C -2.62 -4.07 1.52
C -2.19 -4.86 0.46
C -1.71 -4.20 -0.68
C -1.66 -2.83 -0.73
C -2.08 -1.97 0.33
C -1.95 -0.54 0.25
H -3.01 -4.52 2.42
H -2.22 -5.94 0.53
H -1.37 -4.77 -1.53
H -1.28 -2.35 -1.63
H -2.57 0.04 0.93
H -2.01 -0.18 -0.78
```

These are the Löwdin partial charges, in e, on atoms 1 to 8:
1 Cu -0.208
2 C -0.105
3 C -0.349
4 O -0.381
5 P -0.158
6 S 0.308
7 S 0.294
8 O -0.355


[2]
Here is 3 unconnected molecules or ions with the total composition C17H22F6O7S from the OMol25 dataset. Energies are from wB97M-V/def2-TZVPD.

Output
DFT total energy, eV: -59458.7920
HOMO energy, eV: -8.86

XYZ file:
```
53
C17H22F6O7S wB97M-V/def2-TZVPD
O 0.11 -6.22 0.40
S 0.21 -6.49 -1.02
O 1.60 -5.82 -1.48
O -0.69 -5.39 -1.80
C -2.06 -5.30 -1.36
C -2.51 -3.87 -1.58
C -1.85 -2.89 -0.61
C -0.43 -2.52 -0.96
C -0.05 -2.21 -2.27
C 1.27 -1.89 -2.57
C 2.25 -1.88 -1.58
C 1.88 -2.17 -0.27
C 0.55 -2.48 0.03
H 1.97 -5.42 -0.68
H -2.66 -5.95 -2.00
H -2.18 -5.60 -0.32
H -3.60 -3.84 -1.47
H -2.32 -3.64 -2.62
H -2.46 -2.01 -0.44
H -1.79 -3.41 0.35
H -0.77 -2.21 -3.06
H 1.53 -1.65 -3.59
H 3.26 -1.64 -1.85
H 2.63 -2.14 0.51
H 0.31 -2.70 1.06
C 1.19 4.33 -4.28
C 1.65 4.24 -2.85
O 0.63 3.67 -2.01
C 0.56 2.34 -2.01
O 1.25 1.58 -2.63
C -0.55 1.89 -1.04
F -1.66 2.62 -1.19
F -0.13 2.03 0.23
F -0.86 0.62 -1.23
H 0.25 4.88 -4.35
H 1.94 4.84 -4.89
H 1.03 3.34 -4.71
H 1.83 5.24 -2.44
H 2.57 3.67 -2.75
C -1.24 3.37 2.83
C -0.04 2.62 3.37
O 0.43 3.22 4.60
C -0.21 2.88 5.70
O -1.14 2.13 5.79
C 0.44 3.56 6.91
F 0.70 4.85 6.66
F 1.60 2.96 7.21
F -0.35 3.50 7.97
H -1.01 4.43 2.70
H -1.54 2.96 1.87
H -2.09 3.30 3.51
H 0.79 2.68 2.68
H -0.27 1.57 3.54
```

These are the Löwdin partial charges, in e, on atoms 1 to 8:
1 O -0.416
2 S 0.892
3 O -0.255
4 O -0.344
5 C -0.244
6 C -0.172
7 C -0.133
8 C -0.243


[3]
Here is a molecular structure, C5H4IrO2 in a non-equilibrium geometry from the OMol25 dataset. Energies are from wB97M-V/def2-TZVPD.

Output
2S+1: 6
<S²>: 8.77
DFT total energy, eV: -12171.4352
HOMO energy (alpha / beta), eV: -6.36 / -8.82

XYZ file:
```
12
C5H4IrO2 wB97M-V/def2-TZVPD
C -0.14 1.33 -0.85
Ir -1.42 -0.80 1.34
O -0.98 1.15 0.20
C -0.61 1.12 1.61
H 0.48 1.15 1.80
H -1.14 1.97 2.08
O 1.01 0.13 -2.54
C 0.62 0.23 -1.19
C 1.05 -0.80 -0.31
C 1.35 -1.74 0.41
H 1.85 -0.34 -2.62
H 1.81 -2.48 1.04
```

These are the Löwdin partial charges, in e, on atoms 1 to 8:
1 C 0.081
2 Ir 0.770
3 O -0.367
4 C -0.374
5 H 0.052
6 H 0.044
7 O 0.020
8 C -0.344


[4]
Here is 2 unconnected molecules or ions with the total composition C5H7NO in a non-equilibrium geometry from the OMol25 dataset. Energies are from wB97M-V/def2-TZVPD.

Output
Energy relative to the best compared isomer or geometry (same formula, charge and spin), kJ/mol: 175.8
DFT total energy, eV: -8834.3809
HOMO energy, eV: -9.43

XYZ file:
```
14
C5H7NO wB97M-V/def2-TZVPD
C -1.77 0.74 -0.54
C -0.59 0.04 0.10
C 0.46 0.87 0.74
N 1.58 0.36 1.07
C 2.25 -1.05 -0.89
O 2.97 -1.81 -0.44
C -0.41 -1.28 0.01
H -1.87 0.47 -1.60
H -1.69 1.83 -0.49
H -2.70 0.46 -0.04
H 0.25 1.95 0.81
H 2.24 1.06 1.38
H 0.37 -1.77 0.57
H -1.03 -1.90 -0.63
```

These are the Löwdin partial charges, in e, on atoms 1 to 8:
1 C -0.070
2 C -0.351
3 C -0.211
4 N 0.064
5 C -0.021
6 O 0.030
7 C 0.023
8 H 0.082